No. 1
{"formula": "C5H8O2", "method": "the ωB97M-V functional and the def2-TZVPD basis", "de_lowest_kcal_mol": 82.7, "lumo_ev": 0.7, "gap_ev": 9.80, "total_charge": 0, "symbols": ["C", "C", "C", "O", "O", "C", "C", "H", "H", "H", "H", "H", "H", "H", "H"], "positions_angstrom": [[-0.42, -0.20, 0.31], [0.17, 1.06, -0.29], [-1.91, -0.39, 0.14], [0.02, -0.50, 1.58], [0.34, -1.19, -0.75], [1.58, 0.65, -0.63], [2.78, 0.91, -0.65], [-0.47, -1.28, 1.89], [1.18, -1.61, -0.53], [0.12, 1.89, 0.41], [-0.33, 1.35, -1.22], [-2.44, 0.31, 0.79], [-2.20, -0.19, -0.90], [-2.21, -1.41, 0.39], [3.80, 0.59, -0.54]]}

No. 2
{"formula": "C5H8O2", "method": "the ωB97M-V functional and the def2-TZVPD basis", "de_lowest_kcal_mol": 49.4, "lumo_ev": 0.9, "gap_ev": 10.24, "total_charge": 0, "symbols": ["O", "C", "C", "C", "O", "C", "C", "H", "H", "H", "H", "H", "H", "H", "H"], "positions_angstrom": [[2.07, 0.21, -0.67], [1.16, 0.34, 0.40], [0.00, 1.29, 0.02], [-0.96, 0.11, 0.08], [-2.24, 0.19, 0.60], [-0.51, -1.06, -0.73], [0.15, -0.79, 0.59], [2.71, -0.48, -0.47], [1.68, 0.62, 1.33], [-0.21, 1.99, 0.83], [0.12, 1.84, -0.92], [-2.86, 0.01, -0.12], [-1.21, -1.90, -0.75], [0.07, -0.92, -1.64], [0.04, -1.44, 1.46]]}

No. 3
{"formula": "C5H8O2", "method": "the ωB97M-V functional and the def2-TZVPD basis", "de_lowest_kcal_mol": 119.0, "lumo_ev": 0.2, "gap_ev": 8.41, "total_charge": 0, "symbols": ["C", "C", "C", "C", "C", "O", "O", "H", "H", "H", "H", "H", "H", "H", "H"], "positions_angstrom": [[1.94, -0.25, 0.41], [-1.30, 1.22, 0.91], [0.57, -0.87, 0.14], [-0.66, 0.40, -0.13], [-0.78, 0.04, -1.33], [-1.24, -0.39, -2.47], [0.12, -1.79, 0.85], [-1.74, -1.21, -2.35], [0.64, -1.09, -1.06], [2.20, 0.52, -0.32], [2.70, -1.03, 0.35], [1.95, 0.15, 1.43], [-1.55, 0.58, 1.76], [-0.63, 2.02, 1.25], [-2.22, 1.70, 0.57]]}

No. 4
{"formula": "C5H8O2", "method": "the ωB97M-V functional and the def2-TZVPD basis", "de_lowest_kcal_mol": 14.8, "lumo_ev": 0.7, "gap_ev": 10.24, "total_charge": 0, "symbols": ["C", "C", "O", "C", "C", "C", "O", "H", "H", "H", "H", "H", "H", "H", "H"], "positions_angstrom": [[0.20, 1.65, -1.63], [0.32, 0.40, -0.81], [0.82, -0.61, -1.27], [-0.19, 0.44, 0.63], [-0.72, -0.91, 1.08], [0.37, -1.97, 0.96], [0.17, -3.15, 1.08], [0.79, 2.45, -1.16], [0.60, 1.43, -2.62], [-0.84, 1.99, -1.69], [1.37, -1.57, 0.76], [0.67, 0.71, 1.26], [-0.93, 1.23, 0.77], [-1.04, -0.87, 2.13], [-1.59, -1.23, 0.51]]}

No. 5
{"formula": "C5H8O2", "method": "the ωB97M-V functional and the def2-TZVPD basis", "de_lowest_kcal_mol": 46.8, "lumo_ev": 0.5, "gap_ev": 9.80, "total_charge": 0, "symbols": ["C", "C", "C", "C", "H", "H", "H", "H", "H", "H", "O", "C", "O", "H", "H"], "positions_angstrom": [[1.15, 2.19, -0.37], [-0.09, 1.76, -0.03], [-0.85, 0.98, -1.01], [-2.05, 0.42, -0.71], [1.52, 2.07, -1.39], [1.83, 2.66, 0.33], [-0.47, 1.86, 0.93], [-0.40, 0.82, -2.04], [-2.61, -0.27, -1.33], [-2.50, 0.59, 0.28], [1.09, -3.49, 2.40], [1.15, -2.77, 1.39], [0.46, -2.97, 0.24], [1.59, -1.74, 1.44], [0.18, -2.12, -0.11]]}

No. 6
{"formula": "C5H8O2", "method": "the ωB97M-V functional and the def2-TZVPD basis", "de_lowest_kcal_mol": 66.5, "lumo_ev": 0.7, "gap_ev": 10.61, "total_charge": 0, "symbols": ["C", "C", "C", "C", "C", "O", "O", "H", "H", "H", "H", "H", "H", "H", "H"], "positions_angstrom": [[0.98, 0.61, -1.36], [0.04, 0.37, 0.12], [0.17, 0.78, 1.63], [-1.31, -0.38, -0.10], [-0.38, -1.54, -0.39], [-0.45, -2.63, -0.87], [0.73, -0.95, 0.05], [0.25, 0.54, -2.16], [1.47, 1.56, -1.27], [1.78, -0.14, -1.67], [-0.02, -0.15, 2.21], [1.18, 1.09, 1.87], [-0.54, 1.52, 2.04], [-1.91, -0.58, 0.81], [-1.99, -0.10, -0.90]]}

No. 7
{"formula": "C5H8O2", "method": "the ωB97M-V functional and the def2-TZVPD basis", "de_lowest_kcal_mol": 61.3, "lumo_ev": 0.8, "gap_ev": 9.84, "total_charge": 0, "symbols": ["C", "C", "O", "C", "C", "C", "O", "H", "H", "H", "H", "H", "H", "H", "H"], "positions_angstrom": [[1.12, 0.02, -1.58], [0.66, -0.65, -0.32], [1.33, -0.26, 0.92], [0.06, -0.12, 1.54], [-0.63, 1.08, 0.97], [-0.68, -0.24, 0.26], [-1.85, -0.92, -0.02], [0.98, 1.10, -1.50], [2.16, -0.19, -1.82], [0.49, -0.36, -2.39], [0.71, -1.74, -0.38], [-0.22, -0.72, 2.39], [-1.55, 1.37, 1.48], [-0.04, 1.90, 0.57], [-2.55, -0.27, -0.13]]}

No. 8
{"formula": "C5H8O2", "method": "the ωB97M-V functional and the def2-TZVPD basis", "de_lowest_kcal_mol": 51.8, "lumo_ev": 0.8, "gap_ev": 11.19, "total_charge": 0, "symbols": ["C", "C", "O", "C", "O", "C", "C", "H", "H", "H", "H", "H", "H", "H", "H"], "positions_angstrom": [[-0.68, 1.54, 0.47], [-0.16, 0.28, -0.21], [-0.25, 0.48, -1.61], [1.32, -0.03, 0.10], [1.81, -0.99, -0.82], [-0.97, -0.89, 0.21], [-1.59, -1.85, 0.59], [-0.04, 2.40, 0.21], [-0.72, 1.43, 1.56], [-1.69, 1.74, 0.10], [0.42, -0.12, -1.98], [1.45, -0.37, 1.14], [1.92, 0.88, -0.06], [1.36, -1.83, -0.64], [-2.17, -2.68, 0.93]]}

No. 9
{"formula": "C5H8O2", "method": "the ωB97M-V functional and the def2-TZVPD basis", "de_lowest_kcal_mol": 59.9, "lumo_ev": 0.6, "gap_ev": 9.84, "total_charge": 0, "symbols": ["C", "C", "C", "C", "C", "O", "O", "H", "H", "H", "H", "H", "H", "H", "H"], "positions_angstrom": [[-0.52, -0.43, 0.63], [0.06, -1.52, 2.67], [0.50, -1.04, 1.52], [0.19, 0.68, -0.25], [-0.27, 1.28, -2.54], [-1.69, -0.68, 0.63], [-0.64, 1.21, -1.16], [0.56, 1.45, 0.40], [0.79, -1.79, 3.49], [-0.98, -1.63, 2.85], [1.08, 0.03, -0.60], [1.55, -1.20, 1.17], [0.68, 1.64, -2.77], [-0.96, 1.82, -3.14], [-0.36, 0.18, -2.89]]}

No. 10
{"formula": "C5H8O2", "method": "the ωB97M-V functional and the def2-TZVPD basis", "de_lowest_kcal_mol": 55.7, "lumo_ev": 1.0, "gap_ev": 10.05, "total_charge": 0, "symbols": ["C", "C", "O", "C", "C", "O", "C", "H", "H", "H", "H", "H", "H", "H", "H"], "positions_angstrom": [[-0.03, -1.54, -0.58], [0.48, -0.26, -1.22], [-0.21, 0.96, -1.19], [-0.94, 1.10, 0.01], [-0.08, 0.97, 1.26], [0.86, -0.10, 1.26], [1.10, -0.76, 0.05], [-0.96, -1.55, -0.02], [0.19, -2.49, -1.08], [1.01, -0.37, -2.16], [-1.76, 0.38, 0.02], [-1.39, 2.09, 0.08], [0.46, 1.89, 1.48], [-0.83, 0.86, 2.06], [2.11, -1.18, 0.03]]}

No. 11
{"formula": "C5H8O2", "method": "the ωB97M-V functional and the def2-TZVPD basis", "de_lowest_kcal_mol": 59.6, "lumo_ev": 1.0, "gap_ev": 10.88, "total_charge": 0, "symbols": ["C", "C", "C", "C", "C", "H", "H", "H", "H", "H", "H", "H", "H", "O", "O"], "positions_angstrom": [[-0.66, -0.16, 0.79], [-0.62, 0.51, -0.59], [-0.30, -0.64, -1.61], [0.83, -1.28, -0.67], [0.81, -0.27, 0.48], [-0.26, 1.58, 1.46], [-1.21, -1.09, 0.84], [-1.31, 1.37, -0.74], [0.06, -0.34, -2.59], [-1.16, -1.20, -1.77], [0.58, -2.31, -0.40], [1.74, -1.16, -1.33], [1.63, -0.47, 1.33], [-0.76, 0.79, 1.84], [0.70, 1.05, -0.23]]}

No. 12
{"formula": "C5H8O2", "method": "the ωB97M-V functional and the def2-TZVPD basis", "de_lowest_kcal_mol": 105.3, "lumo_ev": -0.5, "gap_ev": 8.42, "total_charge": 0, "symbols": ["O", "C", "C", "C", "C", "C", "O", "H", "H", "H", "H", "H", "H", "H", "H"], "positions_angstrom": [[2.75, 0.08, 0.35], [1.68, -0.72, -0.10], [0.43, 0.10, 0.13], [-2.14, 1.74, -0.31], [-2.11, 0.28, -0.39], [-0.84, -0.57, -0.35], [-0.87, -1.72, -0.72], [3.58, -0.37, 0.15], [1.61, -1.68, 0.44], [1.77, -0.95, -1.17], [0.33, 0.34, 1.19], [-1.26, 2.05, 0.28], [0.54, 1.06, -0.38], [-2.81, -0.16, -1.11], [-2.62, 0.17, 0.61]]}